[1]
Here is a structure of composition C23H18F5NO7OsS2Se from the OMol25 dataset. Energies are from ωB97M-V with the def2-TZVPD basis set.

Output
**E_tot**: -5256.46472 hartree
**Lowest unoccupied orbital energy (alpha / beta)**: -1.833 / -1.833 eV
**Maximum force**: 0.5 eV/Å
**Energy above the lowest of the compared OMol25 structures with the same formula, charge and spin**: 0.00 kcal/mol
**E_HOMO (alpha / beta)**: -8.8337 / -8.8338 eV

Atoms and positions in Å:
Os -1.258 0.287 -0.617
O 0.250 3.823 -1.742
S -0.629 2.705 -1.807
O 0.029 1.370 -1.954
O -1.453 2.466 -0.585
C -1.733 2.958 -3.183
C -1.662 4.221 -3.752
C -2.496 4.565 -4.807
C -3.404 3.644 -5.292
C -3.478 2.376 -4.729
C -2.652 2.016 -3.679
S -2.816 0.327 -3.095
O -1.514 -0.284 -3.253
O -3.928 -0.243 -3.784
O -3.082 0.486 -1.611
H -0.948 4.931 -3.361
H -2.428 5.554 -5.240
H -4.060 3.902 -6.114
H -4.180 1.642 -5.099
F 1.735 -6.072 -0.150
C 0.992 -4.978 -0.311
C 0.840 -4.076 0.721
F 1.435 -4.296 1.898
C 0.069 -2.938 0.550
F -0.070 -2.122 1.603
C -0.569 -2.654 -0.653
O -1.345 -1.601 -0.902
C -0.410 -3.596 -1.681
F -1.005 -3.388 -2.848
C 0.356 -4.733 -1.518
F 0.492 -5.597 -2.521
Se -2.415 0.556 1.385
C -1.280 0.212 2.894
C -0.364 1.176 3.302
C 0.374 0.976 4.461
C 0.188 -0.173 5.218
C -0.744 -1.121 4.819
C -1.482 -0.929 3.660
H -0.243 2.082 2.721
H 1.082 1.730 4.786
H 0.760 -0.322 6.125
H -0.896 -2.014 5.411
H -2.203 -1.671 3.344
C 3.917 -0.346 0.229
C 2.908 -0.068 1.353
C 3.217 1.268 2.042
C 2.884 -1.217 2.369
C 1.579 0.029 0.736
N 0.543 0.104 0.266
H 4.911 -0.437 0.669
H 3.930 0.465 -0.499
H 3.680 -1.275 -0.288
H 4.220 1.219 2.468
H 2.509 1.463 2.846
H 3.181 2.096 1.332
H 3.857 -1.268 2.858
H 2.692 -2.173 1.878
H 2.114 -1.058 3.127

---

[2]
Here is the molecule C23H18FN3O at a distorted geometry from the OMol25 dataset. Energies are from ωB97M-V with the def2-TZVPD basis set.

Output
**E_tot**: -1226.08897 hartree
**Lowest unoccupied orbital energy**: -1.117 eV
**SMILES**: Cc1ccc2nc(-c3ccncc3)cc(C(=O)NCc3ccccc3F)c2c1
**Maximum force**: 17.4 eV/Å
**Energy above the lowest of the compared OMol25 structures with the same formula, charge and spin**: 369.64 kcal/mol
**E_HOMO**: -8.3884 eV

Atoms and positions in Å:
C 2.035 4.238 0.284
C 0.909 3.390 0.037
C -0.449 4.152 -0.553
C -1.496 3.182 -0.737
C -1.652 1.917 -0.372
N -2.762 1.227 -0.563
C -2.910 -0.159 0.156
C -4.088 -0.623 -0.171
C -4.553 -1.768 0.483
C -5.843 -2.366 0.474
N -6.529 -2.121 -0.589
C -6.197 -1.016 -1.331
C -4.850 -0.199 -1.306
C -1.781 -0.784 0.641
C -0.517 -0.202 0.603
C 0.630 -0.538 1.153
O 0.924 -0.688 2.577
N 1.431 -1.531 0.495
C 2.532 -2.106 1.005
C 3.806 -1.795 0.063
C 4.378 -2.623 -0.846
C 5.397 -2.458 -1.758
C 5.945 -1.098 -1.683
C 5.316 -0.270 -0.955
C 4.250 -0.532 -0.098
F 3.777 0.717 0.685
C -0.391 1.291 0.308
C 0.875 2.193 0.457
H 2.749 3.513 0.645
H 1.676 5.140 0.790
H 2.452 4.578 -0.775
H -0.451 5.073 -1.018
H -2.393 3.467 -1.301
H -3.958 -1.975 1.505
H -6.263 -3.049 1.118
H -6.889 -0.686 -2.295
H -4.683 0.552 -1.768
H -1.878 -1.678 1.069
H 1.226 -1.156 -0.516
H 2.899 -1.836 2.083
H 2.281 -3.077 1.123
H 3.878 -3.618 -0.649
H 5.859 -3.167 -2.214
H 6.738 -0.881 -2.089
H 5.722 0.881 -1.136
H 1.479 1.622 0.995

---

[3]
Here is a cluster of 6 separate species, C23H19B2N4O16 in total at a distorted geometry from the OMol25 dataset. Energies are from ωB97M-V with the def2-TZVPD basis set.

Output
**E_tot**: -2361.00537 hartree
**Lowest unoccupied orbital energy**: 1.783 eV
**Maximum force**: 2.2 eV/Å
**Energy above the lowest of the compared OMol25 structures with the same formula, charge and spin**: 7.21 kcal/mol
**E_HOMO**: -6.3798 eV
**Net charge**: -1

Atoms and positions in Å:
N 18.890 -12.786 6.709
H 18.793 -13.372 7.570
H 18.055 -13.037 6.139
H 19.742 -13.060 6.153
H 18.830 -11.747 6.863
O 19.687 -12.224 4.143
C 19.449 -12.058 2.986
O 19.172 -13.015 2.160
B 18.995 -12.491 0.763
O 19.086 -11.018 0.957
C 19.495 -10.748 2.169
O 19.765 -9.680 2.628
O 17.746 -12.869 0.147
C 17.994 -13.569 -0.948
O 17.206 -14.048 -1.664
C 19.531 -13.620 -1.123
O 20.061 -12.912 -0.155
O 20.089 -14.153 -2.029
O 15.453 -15.852 -0.624
C 15.414 -15.840 0.556
O 16.141 -15.086 1.366
B 15.883 -15.443 2.770
O 14.791 -16.421 2.712
C 14.574 -16.774 1.470
O 13.820 -17.576 1.055
O 15.526 -14.282 3.616
C 16.372 -14.206 4.607
O 16.403 -13.378 5.479
C 17.480 -15.291 4.367
O 17.083 -16.018 3.360
O 18.413 -15.466 5.091
N 19.696 -10.180 7.372
C 19.902 -9.214 6.490
C 20.698 -8.085 6.725
C 21.276 -7.976 7.969
C 21.099 -9.006 8.903
C 20.215 -10.020 8.593
H 19.504 -9.338 5.488
H 20.824 -7.365 5.931
H 21.851 -7.119 8.300
H 21.430 -8.790 9.910
H 20.082 -10.751 9.384
N 18.315 -14.440 8.989
C 17.701 -15.502 8.469
C 17.378 -16.665 9.164
C 17.725 -16.719 10.504
C 18.407 -15.628 11.046
C 18.590 -14.497 10.295
H 17.494 -15.457 7.406
H 16.839 -17.498 8.738
H 17.545 -17.616 11.081
H 18.839 -15.735 12.034
H 19.002 -13.625 10.798
N 21.466 -13.559 5.890
C 22.327 -12.827 5.204
C 23.578 -13.295 4.828
C 23.943 -14.580 5.172
C 23.028 -15.344 5.893
C 21.800 -14.807 6.227
H 22.140 -11.773 5.032
H 24.293 -12.669 4.310
H 24.927 -14.958 4.929
H 23.304 -16.365 6.126
H 21.135 -15.381 6.860

---

[4]
Here is the molecule C23H19ClN4O4S at a distorted geometry from the OMol25 dataset. Energies are from ωB97M-V with the def2-TZVPD basis set.

Output
**E_tot**: -2266.22751 hartree
**Lowest unoccupied orbital energy**: 0.442 eV
**SMILES**: O=C(CSc1nnc(-c2ccc(Cl)cc2)n1Cc1ccco1)Nc1ccc2c(c1)OCCO2
**Maximum force**: 1.2 eV/Å
**Energy above the lowest of the compared OMol25 structures with the same formula, charge and spin**: 1.39 kcal/mol
**E_HOMO**: -7.8988 eV

Atoms and positions in Å:
O 1.545 1.921 3.320
C 0.385 2.002 2.985
C -0.317 3.349 2.849
S -0.094 3.893 1.118
C -1.184 2.785 0.339
N -2.248 2.232 0.866
N -2.789 1.435 -0.063
C -2.056 1.489 -1.145
C -2.348 0.747 -2.360
C -3.679 0.632 -2.760
C -4.012 -0.068 -3.902
C -3.008 -0.668 -4.649
Cl -3.415 -1.535 -6.085
C -1.683 -0.588 -4.250
C -1.354 0.115 -3.106
N -1.008 2.355 -0.944
C 0.135 2.661 -1.762
C 1.327 1.916 -1.236
C 1.424 0.698 -0.628
C 2.786 0.550 -0.265
C 3.406 1.685 -0.680
O 2.531 2.520 -1.267
N -0.418 0.965 2.637
C -0.039 -0.346 2.322
C -0.975 -1.143 1.661
C -0.651 -2.433 1.300
C 0.609 -2.950 1.577
C 1.557 -2.138 2.206
C 1.226 -0.847 2.592
O 2.834 -2.573 2.454
C 3.171 -3.752 1.760
C 2.030 -4.764 1.851
O 0.878 -4.250 1.223
H -1.384 3.319 3.060
H 0.189 4.100 3.453
H -4.444 1.101 -2.161
H -5.040 -0.151 -4.214
H -0.915 -1.079 -4.827
H -0.326 0.137 -2.780
H -0.097 2.398 -2.799
H 0.342 3.735 -1.710
H 0.636 -0.005 -0.443
H 3.224 -0.280 0.246
H 4.425 2.011 -0.618
H -1.371 1.195 2.364
H -1.952 -0.746 1.427
H -1.365 -3.066 0.797
H 1.970 -0.242 3.081
H 4.082 -4.135 2.222
H 3.363 -3.524 0.701
H 2.278 -5.692 1.335
H 1.819 -4.974 2.909